82
Properties=species:S:1:pos:R:3:forces:R:3:mulliken_charge:R:1 method="wB97M-V/def2-TZVPD" total_charge=+1 lumo_ev=-2.95 de_lowest_kcal_mol=99.3
C 1.026467 -0.618266 -3.097414 0.0 0.0 0.0 -0.625
C 0.536622 0.219297 -4.361066 -1.4 -3.7 -3.2 0.129
O 0.153054 -0.412536 -5.381485 1.7 2.7 3.9 -0.475
N 0.456319 1.699948 -4.426700 -0.1 -0.9 1.9 0.200
C 1.780336 2.330768 -4.743536 1.1 1.1 -0.9 -0.702
S -0.294245 2.381230 -3.031423 0.0 1.1 -0.5 0.365
C -2.082297 2.852028 -3.398101 -1.6 0.3 1.1 -0.671
C -3.112706 1.771152 -2.828007 0.5 -0.7 0.7 -0.363
C -3.327503 0.462252 -3.727495 -1.9 0.2 0.5 -0.347
S -2.976251 0.649559 -5.535535 0.0 0.2 -0.1 -0.205
H 1.428361 -1.633091 -3.466419 -0.7 1.8 0.4 0.383
H 0.135798 -0.874019 -2.415620 1.2 0.4 -0.8 0.149
H 1.842381 -0.107912 -2.480129 -1.2 -0.5 -0.9 0.257
H 1.643597 3.050178 -5.631846 0.1 -1.2 1.4 0.283
H 2.224416 2.940152 -3.888655 -0.7 -1.0 -0.9 0.257
H 2.528526 1.534389 -5.075831 -1.1 1.0 0.6 0.358
H -0.398430 1.429025 -2.017120 -0.1 0.4 -1.0 0.196
H -2.240170 3.163528 -4.480526 0.7 -0.9 1.3 0.401
H -2.241898 3.810845 -2.770177 0.7 -1.5 -0.9 0.380
H -4.129084 2.234978 -2.536411 1.7 -0.4 -0.8 0.372
H -2.669555 1.405760 -1.821682 -0.8 0.7 -1.4 0.151
H -4.446019 0.183388 -3.641578 1.8 0.3 0.0 0.398
H -2.764011 -0.455921 -3.329928 -0.5 1.5 -0.9 -0.022
H -3.827750 1.641763 -6.023289 0.4 -0.8 1.1 0.131
O 0.255986 3.305671 0.099637 -2.3 -3.9 -0.4 -0.952
P 0.678816 2.794342 1.495385 3.9 6.3 1.3 1.280
N 0.030604 4.151364 2.293132 -1.2 0.3 0.4 0.214
C 0.655510 5.132291 3.151346 0.1 -0.4 0.8 -1.339
C -1.405199 4.389601 2.167843 -0.1 -0.1 -0.6 -1.092
N 2.360933 2.988604 1.126197 1.0 -1.1 -0.9 0.154
C 3.155649 4.127580 1.541672 0.0 0.1 0.7 -1.116
C 2.732027 2.661928 -0.255362 -0.3 -0.1 0.0 -1.049
N 1.138165 2.125474 3.060498 -0.5 -1.0 -1.4 0.065
C 0.276358 2.129733 4.231046 -0.7 -0.1 0.1 -1.043
C 2.357416 1.357750 3.282802 0.1 -1.0 -0.2 -0.983
H 0.066094 5.289820 4.063274 -0.1 0.1 -0.1 0.465
H 0.749000 6.095027 2.638778 0.0 0.0 0.0 0.355
H 1.637538 4.838988 3.511698 0.0 -0.1 -0.2 0.368
H -1.971850 3.647643 2.739174 -0.2 0.1 0.1 0.296
H -1.736333 4.332664 1.127965 0.1 -0.1 0.0 0.209
H -1.698958 5.376878 2.533558 0.3 -0.1 0.0 0.440
H 2.720328 5.076085 1.202911 0.0 0.1 0.1 0.325
H 4.175020 4.075210 1.143390 -0.2 -0.2 -0.2 0.377
H 3.293036 4.145167 2.623496 -0.2 0.1 0.0 0.276
H 2.526129 3.495219 -0.939943 0.0 0.0 -0.1 0.322
H 2.187136 1.783146 -0.612679 0.0 0.1 0.0 0.158
H 3.794928 2.422133 -0.329144 0.0 0.0 0.2 0.459
H 0.587326 2.915645 4.927091 0.0 0.0 -0.1 0.297
H 0.310587 1.182657 4.773993 0.1 0.0 -0.1 0.371
H -0.771829 2.284227 3.974177 0.2 0.2 0.0 0.251
H 3.128123 1.988487 3.731883 0.0 0.1 -0.1 0.225
H 2.751774 0.925985 2.362528 0.0 0.3 0.1 0.315
H 2.194124 0.506599 3.953010 -0.2 0.2 0.1 0.354
O -0.441356 -2.264397 -0.347108 1.5 -1.1 -4.1 -0.913
P -0.247561 -3.769730 -0.047877 -2.8 1.2 7.0 1.108
N -1.888988 -3.977902 0.357449 -1.3 -0.3 -0.7 0.302
C -2.511162 -4.433845 1.579495 0.1 -0.9 0.0 -1.340
C -2.882034 -3.714560 -0.680476 0.2 0.5 -0.2 -0.983
N 0.721906 -3.420902 1.345866 1.7 0.4 0.2 0.169
C 0.216553 -3.417009 2.703830 -0.2 -0.7 0.1 -1.111
C 1.624480 -2.272597 1.199357 -0.1 0.0 -0.4 -1.236
N 0.007627 -5.489584 0.244494 0.9 0.9 -1.3 -0.010
C -0.888049 -6.535292 -0.221765 -0.3 -0.1 -0.6 -0.990
C 1.223614 -6.035330 0.835281 0.9 -0.2 -0.5 -0.995
H -3.272249 -5.196786 1.372867 -0.1 0.1 0.0 0.468
H -2.997726 -3.603889 2.102178 0.0 0.0 0.0 0.353
H -1.824213 -4.917211 2.268480 0.2 0.1 -0.1 0.377
H -2.859592 -4.497301 -1.445166 -0.2 0.0 -0.1 0.302
H -2.704114 -2.757876 -1.178240 0.1 0.0 0.0 0.106
H -3.900312 -3.674128 -0.284741 0.2 -0.1 0.2 0.425
H -0.635290 -2.734967 2.821964 -0.1 -0.1 0.1 0.303
H 0.985747 -3.106224 3.419702 0.1 0.1 -0.4 0.366
H -0.060669 -4.420380 3.029710 -0.2 0.0 0.0 0.282
H 1.104148 -1.321432 1.372109 0.0 0.1 -0.1 0.379
H 2.066430 -2.243242 0.200114 -0.1 0.1 0.1 0.351
H 2.454433 -2.334248 1.906756 -0.1 -0.2 0.1 0.422
H -1.508994 -6.897844 0.604009 0.0 0.1 0.0 0.289
H -0.347387 -7.395039 -0.623421 0.2 0.1 0.1 0.377
H -1.539868 -6.195093 -1.026729 0.0 0.1 0.2 0.239
H 1.069966 -6.246947 1.896002 -0.1 0.1 0.0 0.278
H 2.075107 -5.362213 0.733186 -0.3 0.1 0.2 0.314
H 1.535156 -6.968448 0.353289 -0.3 0.0 0.0 0.369

75
Properties=species:S:1:pos:R:3:forces:R:3:mulliken_charge:R:1 method="wB97M-V/def2-TZVPD" lumo_ev=0.33 de_lowest_kcal_mol=60.3 smiles=CC(C)O.CC(C)O.CC(C)O.CC(C)O.CC(C)O.CC(C)O.O
O 0.123958 -0.057095 -0.296153 -0.2 -0.6 0.1 -0.200
H 1.026726 0.251303 -0.217920 0.2 0.1 0.0 0.276
H -0.314112 0.613364 -0.820382 -0.1 0.3 0.1 0.019
C 5.719256 0.072041 -2.260590 -0.7 0.3 -0.9 -1.427
C 5.118064 -1.164090 -1.610735 1.2 0.2 1.2 0.602
C 3.613965 -1.053209 -1.441763 -0.6 -0.7 0.2 -0.889
O 5.366536 -2.338188 -2.349957 -0.5 -0.6 -1.0 -0.566
H 5.383715 1.023706 -1.848469 -0.2 -0.2 0.3 0.310
H 5.310548 0.025765 -3.270006 0.3 0.3 -0.4 0.360
H 6.804407 0.161720 -2.310722 0.1 -0.6 0.1 0.382
H 5.682856 -1.344586 -0.696123 -0.5 0.4 0.8 0.217
H 3.233699 -0.097313 -1.081513 0.4 0.3 -0.5 0.274
H 3.138971 -1.746868 -0.747993 0.6 -0.4 0.3 0.017
H 3.149857 -1.389280 -2.369001 0.0 0.7 -0.3 0.406
H 6.298215 -2.470633 -2.539807 0.1 0.3 0.2 0.305
C 3.441647 -1.593177 4.752410 1.6 1.1 0.3 -1.440
C 2.321586 -1.255918 3.761750 1.4 -1.0 -0.6 0.605
C 2.806788 -1.050095 2.313607 0.9 0.0 0.1 -1.258
O 1.493217 -2.403331 3.730258 -1.1 0.3 -0.2 -0.449
H 4.177100 -2.332356 4.434878 -0.5 -0.4 -0.5 0.337
H 3.214433 -1.856539 5.785424 -1.0 -0.2 -0.2 0.381
H 4.099646 -0.743150 4.932925 0.0 0.6 -0.3 0.400
H 1.884505 -0.284959 3.994813 -0.8 -0.3 0.6 0.160
H 3.704957 -0.432523 2.314731 0.0 0.4 0.1 0.546
H 2.076246 -0.578810 1.656114 -0.2 0.0 0.3 0.050
H 3.144707 -1.950394 1.800428 -0.3 -0.4 0.4 0.342
H 0.898314 -2.397573 4.483691 0.0 0.0 0.1 0.320
C -3.863261 2.878906 2.793581 0.6 -0.5 0.0 -1.355
C -4.011513 1.384783 2.353972 -1.8 0.9 -0.1 0.554
C -2.776228 0.616542 2.129875 1.8 0.6 -0.8 -0.813
O -4.667135 0.647733 3.342541 -0.7 -0.3 2.2 -0.558
H -3.316588 3.520701 2.102683 0.0 -0.2 -0.4 0.225
H -3.301131 2.940893 3.725389 0.1 -0.3 0.2 0.399
H -4.809366 3.379625 2.999166 -0.3 -0.3 -0.2 0.404
H -4.770839 1.308074 1.575736 0.7 0.5 -1.2 0.170
H -2.372360 0.800526 1.134309 0.1 -0.1 -0.1 0.041
H -2.835073 -0.460808 2.284658 -0.4 0.2 0.0 0.269
H -2.047250 1.036325 2.823036 0.3 -0.3 0.1 0.338
H -5.338421 1.220270 3.720912 -0.2 -0.2 0.2 0.320
C -1.939682 4.345705 -1.285045 -0.2 -0.3 0.0 -1.357
C -0.803922 3.372891 -1.560960 -0.2 0.4 -1.7 1.448
C 0.307761 3.974033 -2.421826 0.2 -0.1 -0.5 -1.516
O -0.292428 2.815749 -0.398803 0.4 -0.3 1.2 -0.459
H -1.568218 5.093445 -0.584322 -0.2 0.2 0.0 0.452
H -2.800472 3.827200 -0.862804 0.1 0.0 0.3 0.206
H -2.328759 4.837991 -2.176321 0.3 0.1 -0.1 0.386
H -1.149165 2.480640 -2.083267 -0.4 0.1 -0.3 -0.553
H 0.060882 4.188769 -3.461555 -0.7 -0.1 0.0 0.390
H 1.102821 3.235959 -2.527807 0.3 0.1 0.4 0.366
H 0.681949 4.935073 -2.068997 0.2 -0.1 0.5 0.376
H 0.125322 3.498650 0.131038 0.1 0.1 0.2 0.253
C -3.631354 1.494813 -4.084744 0.4 -0.1 1.1 -1.145
C -3.094229 0.320491 -3.299662 -0.4 -0.4 0.7 0.122
C -3.423019 0.439932 -1.796844 -1.4 0.0 -0.6 -0.821
O -3.732680 -0.832392 -3.843106 0.8 -0.4 0.3 -0.588
H -3.632568 1.273657 -5.152064 0.4 0.4 0.1 0.365
H -3.002020 2.308692 -3.724700 -0.4 0.7 -0.8 0.181
H -4.659054 1.621583 -3.744345 -0.2 0.4 -0.1 0.360
H -2.006870 0.288894 -3.368623 0.0 -0.7 -0.6 0.303
H -3.266377 -0.432992 -1.163152 1.0 0.0 -0.2 0.301
H -4.512874 0.456897 -1.791924 -0.4 0.4 0.2 0.514
H -3.097744 1.386580 -1.365395 0.3 -0.2 0.2 0.041
H -4.651946 -0.571413 -3.934974 -0.2 -0.2 -0.1 0.371
C -0.679992 -3.907325 1.400805 -0.3 0.5 0.0 -1.274
C 0.358254 -3.523951 0.372121 0.7 -1.1 0.1 1.747
C 1.169207 -4.734923 -0.040310 0.2 -0.3 -0.2 -1.533
O -0.164518 -3.032495 -0.826158 -0.7 0.4 -0.4 -0.578
H -1.236586 -4.777400 1.052564 0.1 -0.2 0.2 0.352
H -1.417848 -3.115798 1.531807 0.0 0.2 0.0 0.125
H -0.187979 -4.051718 2.362664 -0.1 -0.3 0.0 0.305
H 1.056118 -2.790722 0.776414 0.0 0.2 0.3 -0.480
H 0.584597 -5.490871 -0.564595 -0.5 0.2 -0.1 0.391
H 1.581837 -5.275747 0.811366 0.4 0.3 0.0 0.369
H 1.904973 -4.397682 -0.770399 0.4 -0.2 0.3 0.326
H -0.464058 -2.143600 -0.621829 -0.1 0.4 -0.3 0.182

84
Properties=species:S:1:pos:R:3:forces:R:3:mulliken_charge:R:1 method="wB97M-V/def2-TZVPD" total_charge=+2 lumo_ev=-8.75 de_lowest_kcal_mol=7.0
Ag -4.307653 0.540777 2.841509 0.8 -0.4 -0.9 0.688
Ag -4.541855 -0.884707 -0.984164 1.3 -0.6 0.0 0.601
Ag -3.412377 -2.737371 2.384186 1.3 0.4 -0.8 0.595
C -1.676528 -0.021599 0.999745 -0.2 0.5 0.2 0.697
O -2.966698 -0.651049 1.051850 -1.3 -0.1 1.1 -0.429
H -0.955461 -0.500764 0.337435 -0.4 -0.3 -0.3 -0.859
H -1.820718 1.008697 0.668135 0.2 0.1 -0.1 0.236
H -1.155063 0.033284 1.957835 -0.3 -0.1 0.2 0.066
C 3.971554 2.645280 0.764317 -0.7 -1.4 0.3 -1.029
C 3.815916 1.073283 0.802283 0.6 1.2 0.5 -0.057
C 2.415003 0.678818 1.379429 1.0 -0.5 -0.2 0.882
O 2.367373 0.920753 2.774293 -0.4 1.2 -0.3 -0.465
C 1.094690 1.387530 3.252692 1.8 -0.4 -0.4 -0.189
N 4.113336 0.517198 -0.523497 -1.2 -0.4 0.7 -0.649
H 3.324273 2.882055 -0.083221 0.2 0.8 0.0 0.050
H 4.981868 3.031211 0.648343 0.1 -0.4 -0.4 0.331
H 3.603338 3.122195 1.673378 -0.3 -0.2 0.0 0.306
H 4.588235 0.632135 1.433880 -0.2 0.1 0.4 0.391
H 2.209197 -0.392686 1.277327 0.4 -0.2 -0.5 -0.262
H 1.657703 1.168914 0.753856 -0.3 0.6 0.4 -0.069
H 0.517038 0.467979 3.379612 -0.8 0.4 0.3 -0.207
H 0.686813 2.117233 2.550935 -0.4 -0.1 0.0 0.196
H 1.331215 1.904085 4.181106 -0.4 -0.2 0.2 0.286
H 3.465358 0.908968 -1.204207 0.1 0.3 -0.1 0.318
H 3.753096 -0.431868 -0.399484 0.7 -0.2 -0.6 0.277
C -0.640638 -2.497580 3.861805 0.3 -0.4 -1.0 -1.969
C 0.108569 -3.229769 2.706653 -0.4 0.8 1.8 1.302
C 0.980594 -4.398864 3.253613 0.4 0.7 -1.1 -0.814
O 1.499489 -5.256437 2.235605 -0.8 0.2 -0.4 -0.394
C 2.380449 -4.636140 1.299755 1.2 0.8 0.3 -0.352
N -0.953539 -3.737645 1.826987 -0.1 -0.2 0.1 -0.450
H 0.060437 -1.880043 4.420296 -0.3 -0.3 0.6 0.400
H -1.262928 -3.198509 4.423400 0.4 0.0 0.6 0.407
H -1.337809 -1.809726 3.367577 0.0 0.3 -0.1 0.349
H 0.692575 -2.391929 2.322342 0.2 -0.5 -1.0 -0.312
H 0.327922 -4.976526 3.909060 0.2 -0.4 -0.1 0.355
H 1.812334 -3.999056 3.836995 0.0 0.1 0.2 0.439
H 2.008718 -3.965808 0.519249 -1.0 -0.1 0.4 -0.155
H 2.990533 -5.338893 0.733783 -0.4 -0.7 0.5 0.384
H 3.102533 -4.010206 1.831524 0.1 0.0 0.2 0.319
H -1.299539 -4.516895 2.385282 -0.1 -0.4 -0.2 0.436
H -0.490060 -4.211214 1.055067 -0.2 0.0 -0.3 0.250
C -3.646409 -2.234644 -4.114591 0.8 0.2 -0.7 -1.311
C -2.358631 -2.030778 -3.345190 0.2 0.6 -0.9 0.473
C -1.797039 -0.582874 -3.530946 -0.2 -1.6 -1.2 -0.769
O -0.469038 -0.509000 -3.100132 0.1 1.0 1.3 -0.426
C 0.081040 0.841742 -3.084035 -0.3 -0.7 -1.0 -1.122
N -2.646444 -2.342242 -1.958387 0.1 0.4 1.7 -0.302
H -3.831308 -3.307504 -4.156073 -0.7 0.1 0.4 0.399
H -3.511118 -1.950326 -5.159135 -0.1 0.2 0.0 0.403
H -4.407540 -1.595714 -3.660731 -0.5 -0.4 -0.1 0.192
H -1.683544 -2.816181 -3.696669 0.6 0.6 -0.3 0.317
H -2.508406 0.126010 -3.091293 0.2 0.2 0.4 0.316
H -1.754213 -0.377153 -4.604632 -0.5 0.0 -0.1 0.361
H -0.598096 1.566660 -2.634784 -0.1 -0.1 0.1 0.440
H 0.256396 1.065483 -4.137102 0.0 0.5 0.1 0.423
H 1.038962 0.853364 -2.567924 -0.1 -0.3 0.1 0.327
H -1.847698 -2.091017 -1.376507 0.1 0.4 0.0 0.017
H -2.601423 -3.352359 -1.858356 -0.7 -0.1 0.0 0.236
C -2.690028 5.613259 0.160233 0.8 -0.6 -0.7 -1.521
C -1.751456 4.436079 0.573235 -1.5 2.5 -0.4 0.465
C -0.546144 4.332552 -0.399006 -0.5 -1.2 0.4 0.001
O -0.914145 4.387825 -1.793247 0.5 -0.1 1.1 -0.423
C 0.244125 4.360631 -2.613683 0.9 -0.6 -0.1 -0.644
N -1.283691 4.718687 1.932745 0.7 0.0 0.4 -0.645
H -2.858642 5.511750 -0.912795 -0.4 0.3 0.0 0.334
H -2.164437 6.551174 0.343517 -0.1 0.1 -0.1 0.394
H -3.630516 5.596157 0.709283 0.0 0.0 0.0 0.414
H -2.457240 3.603011 0.534256 0.7 -0.7 0.1 0.078
H -0.115014 3.352034 -0.166182 0.3 -0.2 -0.3 -0.154
H 0.264706 5.023316 -0.162612 -0.4 0.5 0.1 0.414
H 1.166023 4.028176 -2.123858 -0.2 0.2 0.8 0.166
H 0.507686 5.330574 -3.033318 -0.5 0.0 -0.2 0.366
H 0.185775 3.570129 -3.363575 -0.7 0.5 -0.5 0.232
H -1.108345 5.719629 1.951077 0.7 0.0 -0.2 0.298
H -1.992590 4.714706 2.658497 -0.5 -0.8 -0.3 0.259
C 2.199968 -2.215751 -1.418237 -0.8 1.0 2.9 0.555
O 3.065655 -2.187139 -0.550298 -0.1 -0.5 -0.4 -0.800
N 0.906658 -1.796073 -1.174729 -0.7 -0.1 -0.1 0.456
N 2.332847 -2.628851 -2.651204 1.4 -1.0 -2.1 -0.379
H 0.668379 -1.426868 -0.270943 0.6 0.1 0.0 -0.348
H 0.450187 -1.360774 -1.978381 -0.2 -0.2 0.6 0.200
H 1.528543 -2.837986 -3.214582 0.2 -0.1 -0.1 0.110
H 3.236914 -3.024825 -2.866274 -0.2 0.0 -0.4 0.300